Entry 1:
ORCA calculation (ωB97M-V with the def2-TZVPD basis set) on a 2-piece molecular cluster, C2H7NO3 overall.

The geometry in XYZ format:
```
13
Properties=species:S:1:pos:R:3:forces:R:3
C -2.14856 -0.81189 0.26218 -0.5413 -0.0474 -0.5789
N -1.51747 -0.66137 -1.03766 0.5424 -0.6398 -0.1838
C -1.13191 -1.77681 -1.75242 -0.5157 0.6362 -0.2126
O -1.17368 -1.84092 -2.95284 0.2774 0.0205 0.0221
O -0.76129 -2.83965 -1.02011 0.2336 -0.8104 0.0168
H -2.84153 -1.64966 0.25113 0.1067 -0.3658 0.0074
H -1.40580 -0.97358 1.02372 0.1402 0.1656 0.5851
H -2.80377 0.01994 0.49216 0.3968 0.4660 0.0688
H -1.66403 0.11659 -1.65438 -0.4486 0.1955 0.2384
H -0.38460 -2.64889 -0.15588 -0.1905 0.3800 0.0374
O 5.39740 4.05577 2.42025 -0.0730 0.1776 -0.5091
H 5.40398 4.10096 1.45125 0.0593 -0.1511 0.3643
H 5.03127 4.90952 2.67260 0.0127 -0.0269 0.1441
```
Forces are in eV/Å.

Calculated values
HOMO level (eV): -9.9
SMILES string: CNC(=O)O.O
Frontier orbital gap (eV): 10.4
Total charge: 0

=====

Entry 2:
ORCA calculation (ωB97M-V with the def2-TZVPD basis set) on C6H7ClNO as an isolated structure at a distorted geometry.

The geometry in XYZ format:
```
16
Properties=species:S:1:pos:R:3:forces:R:3
C 1.52913 -0.10333 0.47018 -6.0471 0.6215 -0.9888
C -0.05239 0.54310 -0.44312 3.6913 -2.0311 4.7580
C 0.89701 -0.31480 1.74512 1.4035 -0.2283 1.8169
C 1.44502 -0.92034 2.88125 -4.3538 0.6521 -0.6898
C -0.89752 0.51700 0.63597 1.0446 1.6478 -0.5423
C -1.48025 0.17138 -2.35565 -1.5316 0.8481 -1.1531
N -0.21665 0.64052 -1.71306 -0.7450 -0.3434 -3.8078
O -0.39248 0.12577 1.84419 -0.2378 -0.0108 -0.6568
Cl 2.96106 -0.44681 -0.16832 0.9607 -0.0240 -0.0953
H 0.84525 -1.22617 3.82740 0.9610 1.0205 -1.8786
H 2.33119 -1.38931 2.73168 2.9899 -0.9133 -0.0293
H -1.74147 1.21836 0.64840 -0.0947 -0.9609 0.3416
H -2.24642 0.93420 -2.51627 0.3903 1.0793 0.8268
H -1.44571 -0.02973 -3.46451 1.0654 -0.8925 1.3542
H -2.09528 -0.51191 -1.74377 1.1463 -0.4689 -0.3016
H 0.55950 0.79208 -2.37948 -0.6430 0.0038 1.0457
```
Forces are in eV/Å.

Calculated values
HOMO level (spin up / spin down) (eV): -12.4 / -12.2
Frontier orbital gap (spin up / spin down) (eV): 6.0 / 5.5
Total charge: +1

=====

Entry 3:
ORCA calculation (ωB97M-V with the def2-TZVPD basis set) on a 2-piece molecular cluster, C6H12O2 overall at a distorted geometry.

The geometry in XYZ format:
```
20
Properties=species:S:1:pos:R:3:forces:R:3
C -3.17681 -0.24616 -0.53936 1.2996 0.0343 1.0966
C -1.81087 -0.85174 -0.22019 0.1095 1.9208 1.2987
C -0.80965 -0.03072 0.25913 -2.3882 -3.0735 -1.8842
C 0.49882 -0.52665 0.53162 1.3178 1.6220 1.4254
C 1.43872 0.28940 1.10363 0.6660 -0.8319 -2.2940
C 2.88881 -0.09761 1.28159 0.3332 1.1017 2.2043
O 1.20723 1.64551 1.18215 0.6682 0.3546 0.7439
H -3.70594 -0.85540 -1.17093 -1.3465 -1.7669 -1.6088
H -3.81872 -0.07843 0.29987 -0.2346 -0.2832 1.0520
H -3.20860 0.69846 -1.01391 0.7780 1.1838 -0.6412
H -1.78761 -1.94514 -0.16224 0.4003 0.3520 -0.2797
H -1.11283 0.97706 0.27462 0.3741 1.3498 0.3128
H 0.71556 -1.53442 0.19447 0.2380 0.0501 0.5490
H 3.08654 -1.15275 1.27194 -0.2946 -0.5531 0.0570
H 3.21796 0.29657 2.32683 -0.3453 -0.6875 -1.5974
H 3.58754 0.33431 0.55676 -0.4301 0.2837 -0.0910
H 2.02462 2.14775 1.44677 -1.1823 -1.0886 -0.3106
O 0.61285 0.28777 -2.67580 0.2315 0.8855 -0.3015
H 0.05823 -0.45247 -2.44279 -0.4218 -0.1301 0.2683
H 0.09412 1.09465 -2.50418 0.2269 -0.7236 0.0004
```
Forces are in eV/Å.

Calculated values
HOMO level (eV): -7.7
SMILES string: C/C=C/C=C(/C)O.O
Frontier orbital gap (eV): 8.4
Total charge: 0

=====

> Look up the total charge of the first one.

0

=====

> What is the total charge in the first record?

0